[1]
C37H31GeIN4ORuS2 | ωB97M-V/def2-TZVPD

Each line ends with the Löwdin charge.
Atoms and positions in Å:
Ru 0.80633 -0.18473 -1.68066  0.609
S -0.87763 0.04411 -3.23295  0.755
C -1.93820 -1.29375 -2.97321  -0.635
C -3.11689 -1.35442 -3.72202  -0.030
C -3.97330 -2.42898 -3.59895  -0.163
C -5.18304 -2.47072 -4.35852  -0.163
N -6.16353 -2.50264 -4.95605  0.203
C -3.65533 -3.48054 -2.70863  -0.160
C -2.50709 -3.40492 -1.94421  -0.045
C -1.64632 -2.31079 -2.05346  -0.670
S -0.27762 -2.25073 -1.00221  0.734
C -4.52060 -4.61031 -2.57414  -0.159
N -5.21094 -5.51962 -2.44875  0.204
H -3.35631 -0.54830 -4.40360  0.133
H -2.27171 -4.19152 -1.23903  0.127
C 4.81674 -1.27206 3.45999  0.025
N 4.18512 -1.36470 2.15631  -0.041
N 3.75157 -0.25888 1.46606  0.073
C 2.95383 -0.66755 0.43042  -0.398
O 2.43004 0.17032 -0.37811  -0.176
C 2.89945 -2.07619 0.50272  0.041
C 3.65321 -2.46045 1.58829  -0.240
C 3.88322 -3.81902 2.14164  0.010
C 4.31400 1.03790 1.63056  -0.195
C 5.69254 1.20916 1.66206  -0.016
C 6.21035 2.48992 1.76614  -0.058
C 5.35995 3.58554 1.81289  -0.062
C 3.98494 3.40272 1.78399  -0.054
C 3.45536 2.12470 1.70983  -0.010
H 4.80581 -0.23919 3.79320  0.099
H 5.84774 -1.62307 3.42316  0.105
H 4.26137 -1.87528 4.17714  0.101
H 2.37572 -2.72120 -0.17988  0.084
H 3.51707 -4.56502 1.44178  0.094
H 3.35151 -3.94715 3.08697  0.097
H 4.94336 -3.99462 2.32448  0.097
H 6.35550 0.35596 1.59161  0.121
H 7.28204 2.63151 1.79807  0.114
H 5.76998 4.58434 1.87680  0.113
H 3.32135 4.25592 1.82720  0.114
H 2.38798 1.95133 1.72372  0.108
I 1.54701 -2.50182 -4.34286  0.790
C 2.17723 -0.84994 -3.17473  -0.754
H 2.25973 0.01015 -3.83952  -0.025
H 3.13773 -1.09766 -2.73372  -0.026
C 0.61862 3.05760 -0.74530  -0.212
Ge -0.52416 1.46451 -0.42551  0.912
C -0.59727 1.06021 1.50913  -0.319
C -1.26330 1.94411 2.35124  -0.095
C -1.33192 1.68401 3.71185  -0.067
C -0.74255 0.54243 4.23619  -0.072
C -0.08830 -0.34825 3.39723  -0.074
C -0.02044 -0.09179 2.03585  -0.144
C -2.31106 1.92243 -1.14045  -0.298
C -2.42347 3.04997 -1.92125  -0.119
C -3.64634 3.41364 -2.51135  -0.062
C -4.74628 2.61862 -2.34900  -0.017
C -4.67713 1.43701 -1.57628  -0.164
C -5.80329 0.59635 -1.41586  -0.022
C -5.73206 -0.52961 -0.64175  -0.067
C -4.52955 -0.86135 0.00841  -0.065
C -3.41758 -0.07777 -0.14568  -0.055
C -3.45045 1.08952 -0.94440  -0.195
H 0.20081 3.91861 -0.22240  0.038
H 0.67991 3.28495 -1.81006  0.022
H 1.62609 2.86657 -0.38004  -0.008
H -1.73745 2.82836 1.93888  0.111
H -1.85570 2.37216 4.36224  0.111
H -0.80676 0.34076 5.29737  0.109
H 0.35498 -1.25132 3.79971  0.104
H 0.46099 -0.80186 1.37756  0.041
H -1.55981 3.68171 -2.09055  0.088
H -3.70675 4.32339 -3.09388  0.110
H -5.69332 2.88025 -2.80544  0.120
H -6.73001 0.86352 -1.90909  0.119
H -6.60414 -1.15926 -0.52072  0.111
H -4.48778 -1.73975 0.64094  0.112
H -2.49379 -0.34752 0.35259  0.077

Forces on the atoms, in the same order (eV/Å):
-0.64 -4.13 -0.53
0.93 -0.47 1.39
0.16 0.05 -0.08
-0.24 -0.09 -0.13
0.24 0.11 0.13
-0.27 -0.01 -0.14
0.07 0.03 0.02
0.34 0.27 0.10
-0.18 -0.16 0.00
0.02 0.02 -0.05
1.09 2.73 -0.58
-0.19 -0.19 0.04
0.05 0.04 0.00
-0.02 -0.02 -0.01
-0.06 -0.04 -0.03
0.05 -0.05 0.19
0.08 -0.08 -0.08
-0.28 0.01 -0.20
0.18 -0.32 0.33
-0.56 -0.34 -0.22
-0.11 0.16 -0.13
0.00 0.14 -0.09
0.01 0.02 0.09
0.11 0.25 0.07
-0.04 -0.06 -0.08
0.01 0.01 0.03
0.00 0.03 0.01
0.01 0.00 0.00
-0.04 -0.13 0.08
-0.01 0.01 -0.03
-0.01 0.04 -0.05
-0.01 0.02 -0.02
-0.01 -0.05 -0.01
0.01 -0.01 0.01
0.01 -0.01 -0.01
-0.01 -0.02 -0.01
-0.02 -0.02 -0.02
0.00 0.00 -0.01
0.01 -0.01 0.01
0.00 0.00 0.02
-0.05 0.04 -0.03
0.11 0.19 0.14
-0.42 0.87 -0.39
0.18 -0.08 -0.07
-0.12 0.09 0.33
0.04 -0.46 -0.07
-1.01 2.25 0.23
0.35 -0.57 -0.54
0.02 0.12 -0.26
-0.02 0.05 0.06
-0.01 -0.01 0.02
0.02 -0.04 0.02
-0.03 0.11 0.10
0.33 -0.05 0.14
0.23 -0.14 0.27
-0.25 -0.04 -0.09
0.07 0.12 -0.08
0.19 -0.06 0.11
-0.04 -0.15 0.10
-0.17 0.14 -0.14
0.24 -0.04 0.04
-0.04 -0.13 -0.01
-0.20 0.08 -0.05
-0.07 -0.03 0.01
-0.02 0.06 0.02
0.02 0.01 0.04
-0.04 0.02 0.08
0.00 0.00 0.00
0.00 0.01 0.00
-0.01 0.01 0.01
0.05 -0.07 0.04
-0.03 0.03 0.01
-0.01 -0.01 -0.02
0.02 0.03 -0.02
0.01 0.00 -0.01
0.02 0.00 0.01
0.01 -0.01 -0.03
-0.04 -0.05 0.05

Lowest unoccupied orbital energy (spin up / spin down) in eV: -5.45 / -5.24
Multiplicity: 2
HOMO level (spin up / spin down) in eV: -10.4 / -10.5
Total charge: +1

[2]
C37H31P2S3SbSiW | ωB97M-V/def2-TZVPD

Each line ends with the Löwdin charge.
Atoms and positions in Å:
W 0.60786 0.53221 0.22796  0.601
C -2.06082 -2.11259 -0.54384  -0.174
Si -0.41354 -1.80627 0.37408  0.555
C -0.66121 -1.81203 2.27436  -0.307
C -0.53137 -2.94339 3.06653  -0.077
C -0.76120 -2.88151 4.43119  -0.021
C -1.13130 -1.68220 5.02475  -0.024
C -1.29075 -0.54426 4.25280  -0.049
C -1.03434 -0.60113 2.88538  -0.376
P -1.36734 0.77677 1.74645  1.050
C -2.69444 1.75952 2.52683  -0.345
C -4.02603 1.59212 2.15389  -0.064
C -5.00796 2.29326 2.83690  -0.036
C -4.66799 3.14568 3.87576  -0.023
C -3.34144 3.29497 4.25310  -0.036
C -2.34816 2.60880 3.58250  -0.096
C 0.02215 2.01739 1.89811  -0.578
C 1.07836 1.95218 2.82510  -0.089
C 1.87342 3.07249 3.02602  -0.035
C 1.63564 4.24134 2.31662  -0.006
C 0.60989 4.30923 1.37729  -0.044
C -0.18468 3.20023 1.15144  -0.139
C 0.90570 -3.12839 0.00656  -0.295
C 0.62357 -4.48488 -0.09549  -0.065
C 1.63967 -5.41041 -0.28906  -0.018
C 2.95706 -4.98611 -0.39133  -0.026
C 3.26086 -3.63692 -0.30390  -0.052
C 2.23990 -2.71555 -0.09714  -0.375
P 2.56619 -0.94364 0.09327  0.894
C 4.00806 -0.67573 -0.99162  -0.391
C 3.69423 -0.62088 -2.41251  -0.488
C 4.79012 -0.79563 -3.39480  -0.334
C 6.12915 -0.81794 -2.88171  -0.041
C 6.36850 -0.68967 -1.54399  0.003
C 5.31359 -0.65919 -0.59233  -0.036
C 3.08666 -0.64860 1.81261  -0.358
C 2.63814 -1.53652 2.79721  -0.067
C 3.01093 -1.35211 4.11741  -0.031
C 3.84454 -0.30004 4.46646  -0.021
C 4.28641 0.58780 3.49442  -0.055
C 3.90026 0.43320 2.17347  -0.144
H -2.56154 -2.98507 -0.12910  0.046
H -1.91184 -2.30431 -1.60426  0.040
H -2.74244 -1.27190 -0.44592  0.020
H -0.25570 -3.87950 2.60594  0.110
H -0.66971 -3.77108 5.03201  0.126
H -1.31509 -1.63728 6.08639  0.125
H -1.62324 0.37379 4.71605  0.109
H -4.29557 0.92503 1.34651  0.112
H -6.04253 2.17224 2.55218  0.125
H -5.43674 3.69731 4.39365  0.126
H -3.07461 3.94850 5.07004  0.124
H -1.31743 2.73678 3.88566  0.108
H 1.19178 1.06536 3.44716  0.118
H 2.65885 3.04978 3.76570  0.123
H 2.23531 5.11672 2.52011  0.136
H 0.42018 5.23051 0.84727  0.132
H -1.03925 3.24911 0.47268  0.131
H -0.39714 -4.81969 -0.02102  0.116
H 1.40786 -6.46247 -0.35929  0.127
H 3.74778 -5.70477 -0.54124  0.125
H 4.28589 -3.30733 -0.38147  0.111
H 2.69589 -0.95503 -2.69951  0.110
H 4.59168 -1.19250 -4.38361  0.139
H 6.94429 -0.93113 -3.58543  0.142
H 7.38443 -0.68598 -1.17831  0.136
H 5.56576 -0.67268 0.45783  0.121
H 2.04168 -2.39352 2.52076  0.098
H 2.66310 -2.04419 4.86713  0.123
H 4.16011 -0.17793 5.49145  0.128
H 4.94411 1.40247 3.75828  0.125
H 4.24802 1.13947 1.43195  0.065
S 4.10621 1.01460 -3.26854  0.715
Sb 1.86565 2.37641 -2.56674  0.852
S 0.04841 0.69579 -1.99485  0.089
S 2.53904 2.06227 -0.33293  0.078

Forces on the atoms, in the same order (eV/Å):
0.55 1.68 -2.32
0.71 0.17 0.22
-0.37 -1.17 0.25
-0.16 0.43 -0.71
0.10 -0.08 0.03
0.02 -0.02 -0.11
-0.01 0.17 -0.02
0.02 0.10 0.17
-0.17 -0.04 -0.41
0.50 -0.04 1.73
-0.18 -0.09 -0.64
0.15 -0.02 0.00
-0.09 -0.04 -0.04
-0.02 -0.05 -0.06
0.02 -0.01 0.04
0.10 -0.01 -0.15
-0.17 -0.27 0.00
-0.09 0.07 0.25
0.00 -0.20 0.06
-0.13 -0.05 -0.03
-0.18 -0.13 -0.12
-0.23 0.26 0.08
-0.30 0.69 -0.01
0.03 -0.01 0.02
0.00 0.06 0.03
0.02 0.06 -0.01
0.09 0.03 0.06
-0.31 0.26 -0.06
0.54 -0.98 0.47
0.04 0.31 0.19
0.09 -0.25 -0.15
-0.38 -0.52 0.16
0.23 0.17 0.28
0.07 -0.14 -0.58
-0.86 0.01 0.15
-0.12 0.04 -0.17
0.11 -0.02 -0.12
-0.09 -0.02 -0.01
-0.05 0.00 -0.03
0.04 0.08 -0.20
0.01 -0.06 0.12
0.04 -0.14 0.16
0.11 0.05 -0.11
-0.04 0.14 0.04
0.05 -0.21 0.02
0.00 -0.15 0.10
-0.04 0.00 0.12
-0.02 0.04 0.04
-0.05 -0.01 -0.05
-0.06 0.00 -0.02
-0.09 0.03 0.05
-0.01 0.05 0.05
-0.01 0.04 0.00
0.13 0.04 -0.14
0.05 -0.04 0.08
0.05 0.06 -0.02
-0.02 0.07 -0.04
0.22 0.09 0.06
-0.22 -0.17 -0.02
-0.03 -0.08 -0.02
0.07 -0.07 -0.02
0.14 -0.03 -0.02
0.23 0.07 -0.15
-0.10 0.09 0.09
-0.01 0.01 0.04
0.10 -0.04 -0.02
0.02 -0.03 0.08
-0.04 -0.02 0.02
0.00 -0.10 0.11
0.02 0.02 0.10
0.07 0.05 0.06
0.03 -0.01 -0.01
-0.39 0.82 -0.13
-0.04 -0.92 0.56
0.28 0.09 0.74
0.00 -0.14 -0.08

Lowest unoccupied orbital energy (spin up / spin down) in eV: -10.34 / -10.12
Multiplicity: 2
HOMO level (spin up / spin down) in eV: -16.5 / -16.6
Total charge: +3

| no. | calculated total energy (a.u.) |
| --- | --- |
| 1 | -4988.4223 |
| 2 | -3901.7416 |